# 1
55
Properties=species:S:1:pos:R:3 method="wB97M-V/def2-TZVPD" homo_energy_ev=-12.6 lumo_ev=-4.50 spin_multiplicity=1 orbital_gap_ev=8.1 total_charge=+1
Cl -0.6152 3.1866 0.3943
S 4.6510 -1.8723 2.4883
O -1.1573 4.4670 -4.9696
O -0.9092 2.2642 -5.2477
O -1.6353 3.5315 -6.9656
O -1.0603 -0.7207 3.4303
O -0.3281 -2.8492 3.3950
O 3.0174 -1.0875 -3.3061
O -1.1655 -2.0003 5.2649
N 0.9693 0.5636 -0.9194
N 2.6467 -0.7212 -0.3188
N 1.8512 -0.5525 0.7784
N 2.0491 -1.0749 2.0350
N -0.1530 0.6513 1.1649
C -0.0513 4.8260 -2.8304
C -1.1930 1.5106 0.6654
C -1.2743 3.4350 -5.8450
C 2.0849 -0.0267 -1.3068
C -3.5863 0.7548 0.9625
C 2.1139 -2.1766 -3.1255
C -0.9243 3.9211 -3.6616
C 3.2218 -1.3213 2.3716
C -0.1938 -5.2306 3.9216
C -0.2937 2.5919 -4.0013
C 0.8308 0.2399 0.3871
C -2.4170 1.5050 1.5894
C -1.0479 -3.4179 5.4875
C -0.8643 -1.7657 3.9838
C 2.6318 0.1079 -2.6924
C -0.0444 -3.8193 4.4321
H -2.0281 -3.8744 5.3394
H -4.2762 0.4000 1.7181
H -2.7231 2.5373 1.6993
H 1.0706 -1.8801 -3.2005
H -4.1557 1.4091 0.3095
H -0.5017 1.8221 -3.2592
H 2.3274 -2.8856 -3.9134
H -2.1674 1.1359 2.5754
H 0.7878 2.6688 -4.1532
H 3.4950 -1.2562 -0.4248
H -1.5184 1.1119 -0.2851
H -1.1355 -5.3481 3.3852
H -0.1430 0.3397 2.1407
H -0.5903 5.7303 -2.5493
H 0.9781 -3.6460 4.7780
H -0.7082 -3.6175 6.4997
H -0.1600 -5.9433 4.7446
H -1.8955 3.7813 -3.1783
H -3.2700 -0.0992 0.3683
H 0.2594 4.3074 -1.9236
H 1.9069 0.6788 -3.2668
H 2.3319 -2.6848 -2.1882
H 3.5258 0.7246 -2.6101
H 0.8296 5.1419 -3.3905
H 0.6065 -5.4736 3.2233

---

# 2
8
Properties=species:S:1:pos:R:3 method="wB97M-V/def2-TZVPD" relative_energy_kj_mol=4.2 homo_energy_ev=-8.9 lumo_ev=0.14 spin_multiplicity=1 orbital_gap_ev=9.0 total_charge=0
I 2.9566 -0.8771 0.0261
Cl 1.1327 2.3590 0.0255
S -0.2472 -1.6076 0.0904
N -1.0645 0.8158 0.0153
C 0.9465 -0.3528 0.1367
C -1.5034 -0.4037 -0.1186
C 0.2885 0.9118 0.1088
H -2.5091 -0.8454 -0.2843

---

# 3
42
Properties=species:S:1:pos:R:3 method="wB97M-V/def2-TZVPD" homo_energy_ev=-7.4 lumo_ev=-0.03 spin_multiplicity=1 orbital_gap_ev=7.4 total_charge=-1
I 7.3592 -0.1858 -0.6656
I 4.3702 -1.9315 -1.7303
Cl -1.5832 3.6457 -0.4081
P -3.6884 1.8369 1.1339
Al -4.6233 -4.1009 -1.1484
F -2.9818 -4.3811 -1.6879
F -5.6709 -3.8969 -2.5329
F -4.6656 -2.6423 -0.1598
F -5.1652 -5.4630 -0.1949
O -3.6354 3.1115 1.9135
O 3.3131 2.8664 -1.8580
O -4.7143 0.7936 1.9197
O -4.3708 2.2313 -0.3605
N 2.0840 -0.3060 -0.1756
N 2.6790 3.4893 -4.1869
N -1.9670 -2.6537 1.5885
N 1.1650 2.5018 -0.9036
C 5.3866 0.7020 -0.2588
C 2.7596 3.1150 -3.0997
C -0.1486 -0.6692 0.8226
C -1.0528 2.0141 0.0688
C -1.5226 -0.2497 1.1341
C -2.0067 1.1312 0.7705
C 0.3480 1.5798 -0.2643
C 5.0385 0.3498 1.2588
C 4.2812 0.2079 -1.2849
C 2.8155 0.6302 -0.8381
C 2.3888 2.0184 -1.1872
C -2.4791 -1.2642 1.8517
C 0.8263 0.2286 0.0949
H -1.8413 -2.6841 0.5641
H -2.7781 -3.2531 1.7708
H 4.4583 0.7156 -2.2785
H 5.9590 -0.0932 1.7316
H -2.4004 -1.0669 2.9566
H 4.1880 -0.3769 1.3518
H 0.2074 -1.6903 1.1287
H -3.9431 1.6105 -0.9907
H 4.8350 1.2987 1.8426
H -5.1247 0.2547 1.2021
H 5.4312 1.8279 -0.3499
H -3.5307 -1.2520 1.4594

---

# 4
44
Properties=species:S:1:pos:R:3 method="wB97M-V/def2-TZVPD" homo_energy_ev="-21.1 / -20.9" lumo_ev="-16.19 / -16.74" s_squared=6.08 spin_multiplicity=5 orbital_gap_ev="4.9 / 4.2" total_charge=+4
Te 2.4028 0.6829 -0.4201
Pd 0.3097 -0.4770 0.2792
N 0.0572 -2.0298 -1.0654
N -0.4256 -3.0094 1.7553
N -2.4546 -1.8880 0.5988
N 0.4488 -1.9241 1.7794
N -1.8701 -0.6399 0.4000
N -0.7525 -3.1156 -0.7527
C 2.4282 2.7084 0.1758
C -0.9010 2.8775 -2.5335
C -0.0635 -3.8721 2.7185
C 2.6880 5.4850 0.3958
C -3.7975 -1.7642 0.5242
C -4.0923 -0.4295 0.2919
C -0.0657 -3.3541 -2.8485
C -2.8495 0.2470 0.1795
C 1.2974 3.4856 0.4927
C 0.4981 -2.1812 -2.3308
C 1.3686 -2.1361 2.7376
C 3.7082 3.3071 0.0490
C 1.4306 4.8844 0.5698
C 3.8219 4.6976 0.1374
C 1.0478 -3.3494 3.3883
C -0.8309 -3.9161 -1.8268
B -1.5115 -3.1432 0.6346
H -1.8293 2.5203 -3.0029
H -2.6592 1.2849 -0.0654
H 4.7971 5.1713 -0.0141
H -0.5089 2.1054 -1.8407
H 1.5451 -3.7834 4.2327
H -4.4312 -2.6322 0.6504
H 2.7905 6.5709 0.4571
H 0.5524 5.5121 0.7511
H -1.1025 3.7793 -1.9350
H -1.4074 -4.8216 -1.7811
H 0.0492 -3.7464 -3.8335
H -0.1518 3.0946 -3.3084
H 4.5749 2.6826 -0.1741
H -0.6321 -4.7859 2.8107
H 2.2034 -1.4530 2.8895
H -2.1229 -4.1605 0.7584
H -5.0693 -0.0034 0.2027
H 0.3314 2.9871 0.6368
H 1.1783 -1.4681 -2.7642

---

# 5
22
Properties=species:S:1:pos:R:3 method="wB97M-V/def2-TZVPD" homo_energy_ev="-7.2 / -7.3" lumo_ev="-0.06 / -0.44" s_squared=12.00 spin_multiplicity=7 orbital_gap_ev="7.1 / 6.8" total_charge=0
Mn 0.8760 0.7942 3.2316
O -0.1645 -2.6346 0.0692
O -0.0729 -0.1255 -0.0454
O -1.4880 1.4446 0.8971
O -0.4764 -0.1144 2.1946
O 0.7138 1.5421 1.2717
O -0.7920 -1.3168 -1.7518
C -1.0107 -1.1252 -0.4268
C 0.3710 2.8069 0.7007
C 0.7617 -2.9115 -0.9457
C -1.0403 2.5596 0.1468
C -0.3876 0.6169 1.0949
C 0.5274 -1.8392 -2.0182
Li -0.7106 -1.9476 1.7273
H 1.8236 -2.8825 -0.6421
H -1.0185 2.3173 -0.9261
H 1.2740 -1.0396 -1.9249
H 0.5035 -2.2584 -3.0312
H 0.5575 -3.9152 -1.3575
H 0.3844 3.5643 1.4939
H -1.7242 3.3955 0.3230
H 1.0927 3.0690 -0.0814

---

# 6
11
Properties=species:S:1:pos:R:3 method="wB97M-V/def2-TZVPD" relative_energy_kj_mol=182.4 homo_energy_ev=-8.4 lumo_ev=0.45 spin_multiplicity=1 orbital_gap_ev=8.8 total_charge=0
S -0.6858 1.4302 2.0891
S 2.2085 -2.1389 -0.7077
O 0.2605 -0.2909 -1.2454
N 0.9899 -0.3798 0.8642
N 0.0614 0.6232 0.7255
N -1.6257 1.1633 -0.9340
C -0.5480 0.5898 -0.5126
C 1.1083 -0.8476 -0.3048
H -1.8734 1.5790 1.2654
H -2.2616 0.8751 -1.8414
H 2.3659 -2.6033 0.6016

---

# 7
55
Properties=species:S:1:pos:R:3 method="wB97M-V/def2-TZVPD" relative_energy_kj_mol=26.9 homo_energy_ev=-9.2 lumo_ev=0.65 spin_multiplicity=1 smiles="O=C(NCc1ccccc1)C1CCN(S(=O)(=O)N2CCCCCC2)CC1" orbital_gap_ev=9.8 total_charge=0
S -1.3008 -1.5115 3.0232
O -2.9262 0.7282 -2.8159
O -1.6927 -0.6837 4.1224
O -0.9925 -2.8868 3.2622
N -1.1278 1.2478 -1.5639
N -2.5674 -1.5026 1.9676
N 0.0313 -0.7954 2.2345
C 0.5699 0.3774 2.8994
C 0.9851 0.0469 -3.2621
C 2.1042 1.2780 1.0390
C 0.9112 1.3815 -2.8794
C -3.3744 -0.3132 1.8404
C -2.3103 0.6327 -1.7756
C -2.8884 0.5910 0.7076
C 3.3764 0.1884 -3.3641
C 0.8759 1.5100 1.9162
C -0.4311 1.9976 -2.5881
C 1.0038 -1.8049 1.8361
C -1.9203 -1.4385 -0.4052
C 2.2991 -1.2472 1.2443
C -2.8114 -0.2048 -0.5990
C 2.2101 -0.5468 -3.5023
C 2.1092 -0.0593 0.3015
C 3.3107 1.5182 -2.9864
C -2.4498 -2.2791 0.7583
C 2.0835 2.1105 -2.7409
H -1.9091 -2.0389 -1.3167
H -3.4418 -2.6735 0.5107
H -4.4073 -0.6280 1.6548
H -0.6241 1.0859 -0.7066
H -3.5695 1.4357 0.5931
H 3.0017 1.3341 1.6594
H -3.8190 -0.5391 -0.8689
H -0.1978 0.7119 3.5988
H 2.1648 2.0858 0.3050
H -0.3126 3.0385 -2.2676
H -0.0005 1.6684 1.2850
H -1.9058 0.9742 0.9824
H -3.3280 0.1984 2.8012
H 4.3337 -0.2741 -3.5533
H 2.9310 -0.0432 -0.4178
H -1.0729 1.9714 -3.4743
H 0.5049 -2.4349 1.0961
H 2.7727 -2.0697 0.7049
H 1.4643 0.1261 3.4800
H 2.9803 -0.9555 2.0452
H 1.1885 -0.1851 -0.2695
H -0.8998 -1.1254 -0.1807
H 0.0724 -0.5203 -3.3750
H 1.2497 -2.4474 2.6910
H -1.7901 -3.1163 0.9869
H 2.2569 -1.5835 -3.8010
H 4.2171 2.0958 -2.8792
H 2.0363 3.1498 -2.4473
H 1.0273 2.4247 2.4935

---

# 8
36
Properties=species:S:1:pos:R:3 method="wB97M-V/def2-TZVPD" relative_energy_kj_mol=188.8 homo_energy_ev=-7.9 lumo_ev=-0.22 spin_multiplicity=1 orbital_gap_ev=7.7 total_charge=0
O -24.1616 22.5416 -30.4900
O -23.0042 25.9066 -27.5855
O -22.0163 21.1477 -26.3783
O -23.9897 23.0408 -25.2226
O -25.5077 19.7549 -29.0614
O -25.9850 22.8363 -27.6688
O -26.2057 26.3973 -28.1180
O -22.3402 25.3456 -24.6762
O -23.2804 23.4380 -27.8458
C -22.4842 26.9127 -28.3701
C -23.0655 26.9415 -29.7823
C -22.6421 28.3281 -27.7883
H -24.0365 23.1813 -28.3947
H -24.8363 22.6061 -25.0842
H -23.6112 28.7658 -28.0493
H -23.3603 23.1711 -26.8980
H -21.4835 24.9151 -24.6058
H -26.5999 23.1577 -27.0027
H -24.0392 22.7692 -31.4170
H -25.2485 26.3923 -27.9552
H -22.3930 20.7000 -27.1420
H -26.5896 26.1478 -27.2734
H -26.5241 22.7340 -28.4608
H -23.2225 24.4879 -27.8695
H -22.4016 25.6197 -25.6123
H -23.9011 23.6707 -24.4944
H -21.2413 20.6238 -26.1528
H -24.8613 19.2802 -29.5934
H -21.8520 29.0059 -28.1131
H -25.1162 22.5515 -30.3655
H -22.7463 26.1212 -30.4313
H -21.3898 26.7862 -28.4845
H -24.9863 20.3720 -28.5380
H -24.1552 26.9983 -29.7088
H -22.6111 28.2803 -26.6961
H -22.7590 27.8398 -30.3306

---

# 9
24
Properties=species:S:1:pos:R:3 method="wB97M-V/def2-TZVPD" relative_energy_kj_mol=618.4 homo_energy_ev=-6.4 lumo_ev=-1.08 spin_multiplicity=1 orbital_gap_ev=5.4 total_charge=0
O 2.8622 1.6915 -0.8774
N 0.5509 0.4537 0.8533
C -2.6933 -1.5800 -0.4862
C -1.1682 1.9226 -0.0596
C 2.8275 -0.6649 -0.1609
C -0.5898 -1.5901 0.7628
C -0.4659 -0.2638 0.5047
C 0.2212 1.9115 0.7183
C -1.6658 -2.3010 0.1551
C -1.5031 0.4501 -0.2714
C -2.6627 -0.1902 -0.5932
C 2.4266 0.4107 -0.9034
C 3.2314 -1.7119 0.2584
H 3.6268 -2.5598 0.8012
H 3.4930 1.7801 -0.0192
H 1.8037 0.2244 -1.7485
H -1.8224 2.4751 0.6472
H -3.5829 0.2177 -1.0328
H -1.7427 -3.4352 0.2252
H 1.1321 2.2457 0.1214
H -3.5466 -2.1538 -0.8268
H -1.2363 2.4569 -0.9863
H 0.1529 -2.1616 1.2606
H 0.3514 2.3723 1.6576

---

# 10
19
Properties=species:S:1:pos:R:3 method="wB97M-V/def2-TZVPD" relative_energy_kj_mol=191.8 homo_energy_ev="-13.8 / -13.8" lumo_ev="-5.52 / -8.98" s_squared=0.75 spin_multiplicity=2 orbital_gap_ev="8.3 / 4.8" total_charge=+1
O -0.9135 -0.4171 -3.0326
O 4.1369 -2.2751 2.2435
O 1.0315 -3.4617 1.7335
C -1.2293 1.3042 -1.3496
C -1.8079 2.4545 0.8585
C -1.2886 1.3335 0.0582
C -0.3561 0.3538 -2.0223
H -2.0678 1.7547 -1.8757
H 0.5525 0.8309 -2.4424
H 4.3815 -1.7783 1.4574
H -1.7770 3.3181 0.1759
H -1.2239 2.6268 1.7479
H 3.7014 -1.6510 2.8368
H -0.5559 0.6716 0.5039
H -2.8685 2.3874 1.1068
H 1.6657 -3.0613 1.1252
H -1.8777 -0.3908 -2.9954
H 0.1609 -0.2545 -1.2584
H 0.3358 -3.7459 1.1285

---

# 11
143
Properties=species:S:1:pos:R:3 method="wB97M-V/def2-TZVPD" relative_energy_kj_mol=319.2 homo_energy_ev=-6.1 lumo_ev=1.56 spin_multiplicity=1 orbital_gap_ev=7.7 total_charge=-1
S 1.5405 -2.1725 -4.9371
S 4.8337 -5.2183 1.2547
S -7.0718 -0.1387 0.3303
S 0.7058 -5.0482 2.7905
S -1.1850 -1.9252 5.1264
S -3.3724 -4.9253 -0.6960
S 5.4173 -2.7285 4.5196
F 8.2251 3.7755 -0.1290
F 1.1586 2.6613 3.5556
F 5.8817 1.6008 -4.1465
O 4.5914 -3.8972 3.9922
O -1.1048 -1.0325 -0.1363
O -7.6859 -0.3679 1.7021
O 2.9461 -1.0918 1.3198
O -0.5113 1.2254 -0.6146
O -6.3102 0.9007 -3.3552
O 0.2283 -2.4464 5.1046
O -3.8059 4.5736 2.5529
O -3.3504 -1.0104 -0.4510
O 1.5730 -6.1836 2.2581
O 4.0554 -6.4483 1.7899
O -4.6728 6.6804 3.0738
O 0.9979 -0.0824 0.8531
O 2.8993 -1.5140 -1.8006
O 0.8990 -0.6171 -1.4364
O -4.0839 5.0349 4.5648
O 0.9634 -2.6306 -6.2590
O -7.9475 1.7095 -4.3371
O -7.2226 -0.4166 -5.0516
O -3.5063 -6.4241 -0.8619
O -2.7205 2.0418 -0.7280
C 2.0427 -0.7826 0.5210
C -8.2465 0.8273 -0.7247
C 4.5945 2.0889 -4.2015
C 3.9249 -4.5237 -0.1817
C -5.5165 -0.1510 -2.8032
C 2.0510 -1.0731 -1.0290
C -4.2619 5.5517 3.3530
C 2.0123 6.0105 2.4671
C -4.9872 -4.1874 -1.3393
C 0.5562 4.9648 0.8260
C -3.6749 4.7384 1.1877
C 6.0420 4.2577 -0.5785
C 4.2545 3.0686 -5.1357
C 6.9609 3.3447 -0.1438
C 2.0468 3.2122 -4.0476
C -2.2601 -4.2173 -2.0115
C -2.4174 -3.3422 5.1166
C 6.6461 2.0197 0.1375
C -1.3685 -1.2695 3.4008
C 4.6929 3.9296 -0.5127
C 2.3504 2.1821 -3.2581
C 1.8650 -3.5609 2.8459
C -1.8908 1.1083 -0.6495
C 3.0003 3.6915 -4.9869
C 1.9724 4.8766 3.2253
C 0.5219 3.8110 1.5560
C -5.7120 1.1191 0.5242
C 6.0092 -1.8912 2.9337
C 2.8961 -0.9955 -5.4002
C 2.5655 -3.6069 -4.2379
C 6.2671 -5.8687 0.4192
C -7.1862 0.5980 -4.3701
C -0.1909 -4.4022 1.2964
C 1.4136 5.9904 1.2606
C 5.3368 1.6167 0.1581
C 3.6248 1.5624 -3.3572
C 1.1978 3.7860 2.8211
C -8.9637 1.8692 -5.3286
C 4.1264 -1.4272 5.1368
C -2.2312 -0.4502 -0.4442
C 4.3406 2.6122 -0.0984
C -4.4085 5.8062 5.7263
B 0.0930 -0.1041 -0.2923
H -5.9823 1.9540 1.1706
H 4.4283 -0.7763 5.9573
H -2.3693 -3.1488 -1.8255
H 3.2991 -2.0379 5.4984
H -5.3371 1.4785 -0.4341
H 2.4572 4.7661 4.1840
H 3.3513 -3.9724 -4.8989
H -1.2443 -1.9800 2.5836
H 2.7356 6.7748 2.7100
H -5.7903 -4.4116 -0.6374
H 2.5417 0.0322 -5.3201
H -0.0220 2.9561 1.1820
H 6.7916 -2.4895 2.4669
H 2.9225 -4.2799 0.1704
H -2.2637 -0.6487 3.3618
H 3.8436 -0.8199 4.2769
H -4.8596 6.7950 5.6441
H -9.2512 0.5967 -0.3703
H -9.5152 0.9522 -5.5358
H 2.7426 4.4222 -5.7393
H 7.0192 -6.3753 1.0240
H -9.6662 2.6029 -4.9331
H 6.8572 -5.0536 0.0003
H -3.3852 -2.9666 5.4488
H 3.3515 -1.0614 -6.3883
H 7.4427 1.2938 0.2083
H 3.2795 2.4155 -0.1419
H 6.6562 -1.0318 3.1096
H -4.5163 5.2142 0.6841
H 3.1492 -3.3353 -3.3583
H 4.3755 -3.5773 -0.4804
H 5.1653 -1.6190 2.2998
H 1.4077 -2.6389 2.4870
H -4.8125 -3.1146 -1.2578
H 1.3221 6.8953 0.6782
H 1.9401 -4.4869 -4.0878
H -2.6659 -4.4975 -2.9835
H -0.4631 -0.7275 3.1277
H -4.7170 0.3037 -2.2182
H 3.7828 0.7507 -2.6626
H 6.0675 -6.5282 -0.4254
H -4.9698 0.5759 1.1092
H 0.0724 4.8517 -0.1330
H -1.2584 -4.5902 1.1816
H 1.6835 1.8132 -2.4928
H -5.0178 -0.7978 -3.5251
H 2.3670 -3.4561 3.8077
H -3.4935 3.8056 0.6537
H 0.3460 -5.0026 0.5619
H -2.8524 5.3527 0.8214
H 5.0561 0.6076 0.4213
H 3.8236 -5.2101 -1.0224
H 1.0157 3.5182 -3.9495
H -1.2235 -4.5331 -1.8941
H -2.5153 -3.7668 4.1175
H 4.9636 3.4747 -5.8419
H -5.3211 -4.5642 -2.3061
H 3.8915 4.6332 -0.6833
H -8.0098 1.8876 -0.8130
H 6.3712 5.2660 -0.7822
H -2.0239 -4.1645 5.7142
H -3.5479 5.8947 6.3894
H -8.2573 0.5182 -1.7700
H -6.1332 -0.6987 -2.0907
H -8.4835 2.2880 -6.2129
H -5.1802 5.1615 6.1469
H -0.1346 -3.3411 1.0535
H 2.5949 -3.6397 2.0401
H 3.7141 -1.1831 -4.7047

---

# 12
25
Properties=species:S:1:pos:R:3 method="wB97M-V/def2-TZVPD" relative_energy_kj_mol=304.9 homo_energy_ev=-14.3 lumo_ev=-3.84 spin_multiplicity=1 smiles="CC1=N[N+](C)=C(C)C1(C)C" orbital_gap_ev=10.4 total_charge=+1
N -0.2536 -1.6566 0.0282
N -1.3144 -0.7791 -0.0473
C 0.8642 0.4475 0.0310
C -1.0207 0.4899 -0.0524
C -2.6872 -1.3129 0.0230
C 2.1040 -1.9496 -0.1075
C 1.3926 0.9030 -1.3019
C -1.9164 1.6559 0.0385
C 1.1958 1.1244 1.3821
C 0.8846 -1.0438 0.0262
H 2.4293 0.4393 -1.3880
H 2.1463 0.8442 1.5978
H 2.9157 -1.3274 0.2786
H 2.1136 -2.0818 -1.1171
H 1.3435 2.0975 1.1449
H 0.5145 0.8481 2.2494
H 2.0200 -2.9546 0.3711
H -2.9551 1.5083 -0.1941
H -1.4627 2.3542 -0.6291
H 1.5752 2.0528 -1.1483
H -2.8763 -2.1478 0.8469
H 0.8282 0.8131 -2.2022
H -2.8230 -1.7832 -0.8551
H -1.6609 1.9962 0.9664
H -3.3575 -0.5375 0.0591